Entry from the Open Molecules 2025 dataset: a molecular structure, C34H43AsInN5S2Si2 in a non-equilibrium geometry (ωB97M-V/def2-TZVPD).

Element x y z (Å)
In  9.403  -18.010  -4.867
C  13.520  -19.304  -2.077
Si  12.249  -19.370  -3.419
C  11.468  -21.047  -3.287
C  12.942  -19.114  -5.162
N  10.863  -18.213  -3.206
C  10.667  -17.319  -2.252
C  11.706  -16.792  -1.378
C  11.472  -15.640  -0.654
C  10.127  -15.112  -0.532
C  9.088  -15.642  -1.218
C  9.321  -16.629  -2.207
N  8.464  -16.794  -3.243
Si  6.892  -15.964  -3.444
C  6.179  -16.611  -5.049
C  6.976  -14.041  -3.412
C  5.753  -16.555  -2.074
H  14.269  -20.128  -2.300
H  13.036  -19.501  -1.083
H  14.202  -18.430  -2.002
H  12.183  -21.849  -3.580
H  10.595  -21.159  -3.971
H  10.981  -21.230  -2.326
H  14.030  -19.298  -5.118
H  12.763  -18.031  -5.351
H  12.542  -19.745  -5.939
H  12.680  -17.233  -1.345
H  12.230  -15.165  -0.130
H  9.991  -14.244  0.105
H  8.065  -15.285  -1.045
H  6.837  -16.565  -5.912
H  5.364  -15.973  -5.353
H  5.765  -17.618  -5.044
H  7.810  -13.606  -2.807
H  6.048  -13.702  -2.955
H  7.202  -13.586  -4.411
H  6.059  -17.449  -1.553
H  4.773  -16.813  -2.556
H  5.531  -15.739  -1.337
S  10.812  -17.098  -6.895
C  10.580  -15.428  -6.500
C  9.409  -14.812  -6.964
C  9.163  -13.466  -6.756
C  10.085  -12.699  -6.014
C  11.341  -13.214  -5.690
C  11.609  -14.556  -5.956
As  13.366  -15.187  -5.301
C  14.113  -13.628  -4.263
C  13.554  -13.351  -2.994
C  14.156  -12.389  -2.182
C  15.317  -11.771  -2.588
C  15.985  -12.173  -3.737
C  15.363  -13.126  -4.549
C  14.219  -14.912  -7.069
C  14.132  -13.700  -7.714
C  14.813  -13.406  -8.871
C  15.796  -14.333  -9.291
C  15.865  -15.600  -8.672
C  15.088  -15.886  -7.551
H  8.713  -15.576  -7.411
H  8.311  -13.035  -7.280
H  9.849  -11.665  -5.768
H  12.161  -12.588  -5.309
H  12.603  -13.855  -2.731
H  13.573  -12.059  -1.334
H  15.720  -10.897  -2.043
H  16.914  -11.748  -3.997
H  15.826  -13.347  -5.500
H  13.563  -12.907  -7.219
H  14.639  -12.499  -9.452
H  16.553  -14.007  -10.063
H  16.503  -16.353  -9.130
H  15.138  -16.852  -7.092
C  5.571  -23.773  -6.035
C  6.329  -22.453  -6.418
C  7.001  -21.659  -5.374
N  7.719  -20.612  -5.693
N  8.152  -19.895  -4.569
C  7.758  -20.362  -3.398
N  8.189  -19.953  -2.142
S  6.743  -21.785  -3.601
H  4.922  -24.087  -6.900
H  5.006  -23.693  -5.122
H  6.390  -24.529  -5.867
H  5.678  -21.774  -7.017
H  7.086  -22.761  -7.127
H  8.192  -18.930  -2.148
H  7.779  -20.341  -1.306

Computed properties:
- HOMO: -5.560 eV
- 2S+1: 1
- Orbital gap: 5.17 eV
- ΔE to the lowest compared entry with this formula, charge and spin: 13.50 kcal/mol
- F_max: 4.080 eV Å⁻¹

Results of the Mulliken charge analysis, in e, for atoms 1 through 8: 0.613, -1.187, -0.002, -0.901, -0.352, 0.520, 0.617, -0.766